[1]
The following is a quantum chemistry calculation of a molecular structure, C18H33NNiO3P2, from the Open Molecules 2025 dataset.

Results
Spin multiplicity: 3
Total charge: +2
Highest occupied orbital energy (alpha / beta) (eV): -12.730 / -12.731
Expectation value of S²: 2.015

Last column: natural (NBO) charge in e.
Atoms and positions in Å:
C -1.07 -2.24 -7.65  -0.35
C -1.44 -1.36 -8.62  0.02
H -0.97 -3.29 -7.92  0.22
H -0.94 -1.92 -6.63  0.14
C -1.48 0.08 -8.37  0.01
C -1.07 0.59 -7.18  -0.41
H -0.90 -0.10 -6.41  0.16
H -1.00 1.66 -7.01  0.20
C -1.85 -1.88 -9.98  -0.64
H -1.68 -2.96 -10.04  0.23
H -1.28 -1.40 -10.79  0.23
H -2.92 -1.70 -10.18  0.24
C -2.00 0.99 -9.46  -0.65
H -3.02 0.71 -9.76  0.23
H -1.37 0.96 -10.36  0.23
H -2.02 2.01 -9.09  0.22
Ni -0.32 -0.15 -0.40  0.84
O -0.37 -0.37 -2.47  -0.74
C 0.39 0.06 -3.38  0.68
O 1.06 1.23 -0.77  -0.72
C 1.73 1.40 -1.81  0.94
O 2.83 2.14 -1.80  -0.42
N 1.44 0.93 -3.07  -0.46
C 3.35 2.23 -3.17  -0.09
C 2.46 1.39 -4.04  -0.25
H 4.38 1.85 -3.15  0.23
H 3.33 3.28 -3.47  0.23
H 3.00 0.55 -4.50  0.24
H 1.99 1.98 -4.84  0.23
C 0.26 -0.34 -4.75  -0.42
C -0.25 -1.60 -5.07  -0.12
H 0.78 0.29 -5.47  0.25
H -1.26 -1.85 -4.73  0.23
H 0.44 -2.38 -5.41  0.25
C -0.84 -2.50 -0.15  -0.88
P -2.30 -1.21 0.13  1.01
C -2.78 -2.19 1.61  -0.97
C -2.69 0.49 1.09  -0.57
C -1.71 0.78 2.22  -0.77
P -0.09 0.06 1.81  0.89
C 1.09 1.38 2.20  -0.95
C 0.25 -1.20 3.07  -0.95
H -1.37 -3.25 -0.75  0.28
H -0.49 -2.98 0.77  0.25
H 0.02 -2.18 -0.77  0.24
H -1.96 -2.33 2.32  0.26
H -3.63 -1.71 2.11  0.25
H -3.10 -3.17 1.24  0.27
H -2.67 1.26 0.31  0.25
H -3.71 0.36 1.46  0.26
H -1.56 1.87 2.33  0.28
H -2.04 0.39 3.19  0.26
H 1.51 1.22 3.20  0.26
H 1.88 1.35 1.44  0.27
H 0.58 2.35 2.15  0.26
H -0.45 -1.13 3.91  0.27
H 0.23 -2.21 2.65  0.24
H 1.26 -1.01 3.44  0.27

---

[2]
The following is a quantum chemistry calculation of a molecular structure, C50H68AsNO4SW, from the Open Molecules 2025 dataset.

Results
Spin multiplicity: 3
Total charge: +2
Highest occupied orbital energy (alpha / beta) (eV): -13.366 / -13.473
Expectation value of S²: 2.032

Last column: Mulliken charge in e.
Atoms and positions in Å:
W -0.61 -2.00 -0.74  2.72
C 2.81 -3.09 -0.56  -1.04
O 1.81 -2.07 -0.32  0.22
C 2.38 -0.90 0.17  -0.56
C 2.81 0.06 -0.72  0.79
C 2.64 -0.14 -2.21  -1.26
C 1.64 0.82 -2.79  0.08
C 2.06 1.93 -3.46  -0.60
C 1.16 2.89 -3.97  -0.22
C -0.22 2.69 -3.75  -0.66
C -0.71 1.61 -3.09  -0.74
C -2.16 1.49 -2.73  -0.20
C -2.27 1.55 -1.22  0.64
C -1.60 2.52 -0.50  -0.90
C -1.50 2.48 0.89  -0.13
C -2.03 1.37 1.53  -0.60
C -2.70 0.37 0.84  0.64
C -3.05 -0.92 1.54  -0.87
C -1.91 -1.94 1.73  -0.25
C -2.23 -3.11 2.44  -0.46
C -1.26 -3.87 3.06  -0.20
C 0.08 -3.41 3.00  -0.17
C 0.47 -2.31 2.29  -0.15
C 1.90 -1.82 2.44  -1.90
C 2.44 -0.74 1.54  -0.16
C 3.03 0.41 2.03  -0.70
C 3.54 1.40 1.18  0.21
C 3.40 1.21 -0.19  -0.63
C 4.31 2.59 1.77  2.44
C 5.71 2.09 2.14  -1.91
C 4.43 3.73 0.76  -1.93
C 3.62 3.13 3.03  -1.64
C -0.54 -1.63 1.55  0.82
O -0.23 -0.68 0.61  0.01
C -1.58 -5.13 3.85  2.01
C -3.07 -5.46 3.84  -1.96
C -1.13 -4.94 5.31  -1.68
C -0.82 -6.31 3.23  -1.64
C -2.90 0.52 -0.52  -1.11
O -3.65 -0.41 -1.22  0.19
C -4.92 0.13 -1.63  -1.15
C -0.80 3.62 1.63  2.18
C 0.54 3.94 0.95  -2.00
C -0.53 3.26 3.09  -2.30
C -1.71 4.86 1.58  -1.83
C 0.22 0.60 -2.62  0.59
O -0.23 -0.47 -2.09  -0.99
C 1.63 4.14 -4.69  2.00
C 3.14 4.19 -4.87  -2.06
C 1.18 5.36 -3.87  -1.48
C 0.96 4.18 -6.08  -1.65
H 3.57 -2.70 -1.23  0.28
H 2.34 -3.96 -0.99  0.50
H 3.27 -3.37 0.39  0.21
H 2.32 -1.16 -2.42  0.06
H 3.60 0.01 -2.71  0.82
H 3.12 2.08 -3.61  0.65
H -0.92 3.45 -4.10  0.56
H -2.56 0.54 -3.09  -0.52
H -2.72 2.29 -3.22  0.60
H -1.14 3.33 -1.04  0.83
H -1.89 1.25 2.60  0.60
H -3.90 -1.41 1.08  0.18
H -3.35 -0.69 2.56  0.69
H -3.28 -3.35 2.58  0.83
H 0.83 -3.95 3.56  0.56
H 2.55 -2.71 2.39  0.53
H 1.99 -1.47 3.48  0.64
H 3.10 0.54 3.11  0.50
H 3.76 1.97 -0.87  0.53
H 6.24 1.71 1.26  0.38
H 5.67 1.30 2.88  0.35
H 6.30 2.92 2.56  0.50
H 5.04 3.45 -0.10  0.41
H 4.92 4.58 1.23  0.49
H 3.46 4.07 0.40  0.23
H 3.63 2.41 3.85  0.41
H 2.59 3.42 2.84  0.21
H 4.16 4.01 3.38  0.50
H -3.67 -4.68 4.31  0.41
H -3.24 -6.38 4.39  0.44
H -3.45 -5.61 2.82  0.37
H -1.64 -4.09 5.77  0.36
H -0.05 -4.78 5.39  0.34
H -1.37 -5.83 5.88  0.49
H -1.16 -6.51 2.21  0.27
H -0.99 -7.21 3.81  0.53
H 0.26 -6.15 3.20  0.31
H -5.44 0.55 -0.78  0.36
H -5.49 -0.69 -2.05  0.36
H -4.79 0.90 -2.39  0.37
H 1.17 3.06 0.90  0.17
H 1.06 4.71 1.52  0.69
H 0.40 4.33 -0.06  0.51
H 0.11 2.38 3.18  0.32
H -1.45 3.09 3.65  0.50
H -0.01 4.09 3.58  0.44
H -1.91 5.16 0.55  0.31
H -1.23 5.70 2.09  0.49
H -2.67 4.67 2.07  0.41
H 3.66 4.22 -3.91  0.39
H 3.41 5.10 -5.40  0.45
H 3.52 3.35 -5.45  0.43
H 1.62 5.35 -2.88  0.29
H 0.09 5.42 -3.77  0.35
H 1.51 6.27 -4.38  0.46
H 1.26 3.32 -6.68  0.39
H 1.29 5.08 -6.61  0.48
H -0.12 4.20 -6.02  0.32
C -2.75 -5.08 -1.59  -1.23
As -2.93 -3.15 -1.45  1.16
C -3.36 -2.69 -3.27  -1.19
C -4.61 -3.16 -0.49  -1.15
S 0.18 -3.45 -2.39  -0.23
H -3.68 -5.44 -2.03  0.56
H -2.63 -5.52 -0.60  0.32
H -1.91 -5.35 -2.21  0.45
H -4.35 -3.09 -3.51  0.47
H -2.62 -3.14 -3.93  0.38
H -3.37 -1.61 -3.41  0.13
H -5.26 -3.83 -1.07  0.57
H -5.06 -2.18 -0.42  0.26
H -4.47 -3.59 0.49  0.20
N 0.09 -5.08 -0.14  -0.84
C -0.12 -4.00 -0.74  -0.30
H -0.17 -5.01 0.84  0.13

---

[3]
The following is a quantum chemistry calculation of 2 unconnected molecules or ions with the total composition C4H8O2, from the Open Molecules 2025 dataset.

Results
SMILES string: C=CC(=C)O.O
Spin multiplicity: 1
Total charge: 0
Highest occupied orbital energy (eV): -8.661

Last column: natural (NBO) charge in e.
Atoms and positions in Å:
C -1.66 -0.30 1.09  -0.41
C -1.27 -0.13 -0.16  -0.22
C -0.16 0.70 -0.65  0.26
C 0.26 0.65 -1.91  -0.45
O 0.40 1.62 0.19  -0.68
H -1.14 0.07 1.96  0.18
H -2.50 -0.94 1.29  0.21
H -1.75 -0.69 -0.95  0.21
H 1.07 1.28 -2.24  0.21
H -0.30 0.12 -2.65  0.20
H 0.19 1.51 1.12  0.48
O 2.24 -1.53 0.66  -0.93
H 3.04 -1.07 0.93  0.47
H 1.59 -1.29 1.32  0.46

---

[4]
The following is a quantum chemistry calculation of 2 unconnected molecules or ions with the total composition ClH2NOS2, from the Open Molecules 2025 dataset.

Results
Spin multiplicity: 1
Total charge: 0
Highest occupied orbital energy (eV): -9.221

Last column: natural (NBO) charge in e.
Atoms and positions in Å:
N -1.41 -1.27 -0.12  -1.00
O 0.95 -0.88 -0.35  -0.90
S 1.53 1.66 1.18  -0.03
S -0.33 -0.72 -0.98  1.50
Cl -0.20 2.00 0.20  -0.18
H 1.84 0.47 0.35  0.22
H -2.38 -1.26 -0.27  0.40

---

For each record above, in turn, the calculated ΔE to the lowest compared entry with this formula, charge and spin values are 1.439 1.725 2.082 0.643 eV.
For each record above, in turn, the calculated maximum force values are 2.7 0.6 0.7 2.5 eV/Å.